Entry 1:
Molecular formula: C4H13NS
Method: DFT, ωB97M-V with the def2-TZVPD basis set

Calculated values
HOMO (spin up / spin down), eV: -12.96 / -12.96
Calculated total energy, Ha: -612.7374
HOMO-LUMO gap (spin up / spin down), eV: 7.38 / 4.12
Spin multiplicity: 2
⟨S²⟩: 0.75
Total charge: +1

Last column: Mulliken spin population.
Positions of all 19 atoms, in Å:
C -0.63116 0.57217 2.58668  0.029
C -1.14547 0.84660 1.17817  -0.023
S -0.60698 2.59357 0.69049  1.007
H -0.52418 -0.51149 2.67208  0.011
H -1.23643 0.89612 3.43263  -0.008
H 0.37217 0.99928 2.69267  -0.004
H -2.22337 0.81568 0.99113  0.003
H -0.65956 0.15751 0.50327  -0.004
C 0.09409 -1.83190 -1.77278  0.001
C 0.47607 -0.38357 -1.63098  -0.004
N 1.67660 -0.06693 -0.86559  0.000
H -0.93908 -1.87315 -2.12310  0.000
H 0.53179 -2.37510 -2.61597  0.001
H 0.07518 -2.43797 -0.87695  0.000
H 0.56037 0.07032 -2.61299  -0.001
H -0.32490 0.26615 -1.25420  0.006
H 0.43130 3.20271 0.05127  -0.016
H 2.42857 -0.66948 -1.17604  0.000
H 1.64499 -0.27053 0.13018  0.000


Entry 2:
Molecular formula: C4H13NSi
Method: DFT, ωB97M-V with the def2-TZVPD basis set

Calculated values
HOMO, eV: -8.33
Calculated total energy, Ha: -504.3754
HOMO-LUMO gap, eV: 9.24

Last column: natural (NBO) charge in e.
Positions of all 19 atoms, in Å:
C -1.80325 1.04315 -1.08332  -0.607
C 1.89394 1.50047 0.40958  -0.407
C 0.10253 -2.43166 0.76769  -1.178
C -0.99081 -0.21422 -1.16899  -0.929
N 1.39189 0.26304 0.83536  -1.074
Si -0.02669 -0.63160 0.36368  1.711
H -1.16325 2.00032 -1.23225  0.208
H -2.64619 1.02612 -1.90528  0.200
H -2.35807 0.94714 -0.16861  0.238
H 1.48690 1.74733 -0.61776  0.184
H 1.55091 2.40044 0.95815  0.191
H 2.94991 1.47776 0.13465  0.193
H 0.14949 -3.18721 -0.12904  0.253
H 0.80609 -2.54542 1.49914  0.240
H -0.74892 -2.74320 1.39859  0.264
H -0.28617 -0.25795 -2.00384  0.228
H -1.61241 -0.97564 -1.50901  0.249
H 1.57493 0.22184 1.82205  0.393
H -1.57217 0.09271 1.48935  -0.357


Entry 3:
Molecular formula: C4H13NSi2
Method: DFT, ωB97M-V with the def2-TZVPD basis set

Calculated values
HOMO (spin up / spin down), eV: -6.73 / -7.05
Calculated total energy, Ha: -793.7961
HOMO-LUMO gap (spin up / spin down), eV: 6.58 / 7.60

Last column: natural (NBO) charge in e.
Positions of all 20 atoms, in Å:
C 1.51907 -0.70504 -1.93665  -0.813
C 1.99868 0.60697 -1.77790  -0.370
C -2.37799 -0.52615 0.28793  -0.398
C 0.24056 1.22351 2.46637  -1.111
N -0.96146 -0.19595 0.14877  -1.317
Si 0.02651 -1.39337 -0.61954  1.260
Si -0.40082 1.37703 0.69691  1.184
H 1.31346 -0.87060 -2.96297  0.235
H 2.23424 -1.36183 -1.47870  0.232
H 2.67115 0.93664 -0.94446  0.170
H 1.83831 1.55231 -2.20991  0.189
H -2.74267 -0.53495 1.31224  0.190
H -3.03355 0.09560 -0.27756  0.196
H -2.51581 -1.56737 -0.09110  0.197
H 0.29194 2.19012 2.91681  0.237
H -0.38638 0.70025 3.11699  0.233
H 1.21893 0.84019 2.46698  0.240
H -0.54210 -2.42815 -1.75324  -0.168
H 0.90116 -2.43673 0.17821  -0.182
H -1.29323 2.49753 0.46082  -0.203


Entry 4:
Molecular formula: C4H13O4
Method: DFT, ωB97M-V with the def2-TZVPD basis set

Calculated values
HOMO, eV: -4.20
Calculated total energy, Ha: -461.1208
HOMO-LUMO gap, eV: 8.20
Total charge: -1

Last column: natural (NBO) charge in e.
Positions of all 21 atoms, in Å:
C -0.56984 0.81496 -1.69857  -0.090
O 0.38516 0.81575 -2.68276  -0.758
C -0.59692 -0.58974 -1.02882  -0.446
C -1.37674 -0.67683 0.25745  -0.432
C -0.42072 -0.99483 1.45403  -0.058
O 0.64247 -0.14139 1.48548  -0.898
H -0.20524 1.61025 -1.00777  0.218
H -1.43016 0.69861 -2.38792  0.176
H 1.22688 0.32790 -2.37244  0.470
H 0.48131 -0.82800 -0.76693  0.211
H -0.84055 -1.28869 -1.72771  0.182
H -2.00717 0.22616 0.42151  0.190
H -2.02417 -1.56026 0.29593  0.174
H -0.15780 -2.04010 1.31918  0.136
H -1.05590 -0.55516 2.23127  0.156
H 0.17953 1.36775 1.40192  0.504
H 0.69776 2.85957 1.54740  0.449
O -0.00408 2.31221 1.40831  -1.020
H 2.91584 -1.05356 1.04637  0.438
H 1.57717 -0.50272 0.57425  0.480
O 2.58319 -0.80187 0.22984  -1.082


Entry 5:
Molecular formula: C4H14BrFeO4
Method: DFT, ωB97M-V with the def2-TZVPD basis set

Calculated values
HOMO (spin up / spin down), eV: -12.23 / -12.23
Calculated total energy, Ha: -4299.0146
HOMO-LUMO gap (spin up / spin down), eV: 3.75 / 3.66
Spin multiplicity: 5
⟨S²⟩: 6.01
Total charge: +1

Last column: Mulliken spin population.
Positions of all 24 atoms, in Å:
Fe -0.28743 -4.52775 1.23210  3.865
Br 0.55804 -1.94128 1.28118  0.138
C 0.88948 1.86516 2.38504  -0.001
O 1.61132 1.12314 1.47189  0.000
H -0.15138 1.56168 2.27275  0.001
H 1.19638 1.63909 3.40622  -0.001
H 0.94542 2.95351 2.36350  0.000
H 1.09317 0.36569 1.19011  -0.008
C -2.98302 0.25160 1.33638  0.000
O -2.78451 -0.87918 2.19587  0.002
H -2.84116 1.18940 1.87352  0.000
H -2.22011 0.22019 0.55850  0.000
H -3.95676 0.22236 0.84745  0.000
H -1.83349 -0.87098 2.32657  0.000
C 1.72332 -0.18030 -2.40491  0.000
C 0.33207 -0.62288 -1.94789  0.002
O -0.60193 -0.50600 -2.95902  0.001
O 2.37901 -1.03414 -3.30939  0.000
H 2.39512 -0.06532 -1.55428  0.000
H 1.75032 0.85229 -2.75294  0.000
H 0.18122 0.12082 -1.16542  -0.001
H 0.39051 -1.64127 -1.56374  0.000
H -0.73088 0.41324 -3.20389  0.000
H 2.94535 -0.50900 -3.87955  0.000


Entry 6:
Molecular formula: C4H14N
Method: DFT, ωB97M-V with the def2-TZVPD basis set

Calculated values
HOMO, eV: -14.72
Calculated total energy, Ha: -215.2574
HOMO-LUMO gap, eV: 10.80
Total charge: +1

Last column: natural (NBO) charge in e.
Positions of all 19 atoms, in Å:
C -0.89941 2.21831 1.69261  -0.605
C -1.09665 0.69648 1.87322  -0.609
H -0.21710 2.54762 2.47972  0.222
H -0.26455 2.35972 0.78792  0.183
H -1.79446 2.81162 1.50479  0.224
H -1.17048 0.10207 0.97794  0.165
H -0.11328 0.38890 2.29545  0.191
H -1.89298 0.63718 2.61371  0.232
C 0.42262 -0.67580 -0.92530  -0.215
C 0.83170 -0.28888 -2.32405  -0.675
N 0.58774 -2.15183 -0.56377  -0.679
H 1.09372 -0.16850 -0.22318  0.239
H -0.64465 -0.55449 -0.77978  0.237
H 1.73995 0.34622 -2.37362  0.252
H 0.10188 0.39803 -2.73580  0.264
H 1.22183 -2.59056 -1.23828  0.442
H 1.09810 -2.21982 0.32060  0.443
H -0.20848 -2.77028 -0.40721  0.452
H 1.20449 -1.08600 -2.97498  0.238


Entry 7:
Molecular formula: C4H14N
Method: DFT, ωB97M-V with the def2-TZVPD basis set

Calculated values
HOMO, eV: -14.48
Calculated total energy, Ha: -215.2462
HOMO-LUMO gap, eV: 10.53
Total charge: +1

Last column: natural (NBO) charge in e.
Positions of all 19 atoms, in Å:
C -0.44503 0.40991 2.07725  -0.626
C -1.54448 1.56030 2.05708  -0.610
H 0.46926 0.95164 2.23820  0.215
H -0.72866 -0.38503 2.73901  0.227
H -0.55685 0.05838 1.04696  0.172
H -1.16335 2.58696 2.21073  0.212
H -1.88591 1.63021 1.02626  0.187
H -2.33855 1.46419 2.79486  0.225
C 1.00144 -0.90966 -0.91974  -0.248
C -0.52247 -0.86737 -1.20226  -0.652
N 1.85334 -0.38379 -2.05746  -0.683
H 1.38932 -0.59035 0.04562  0.261
H 1.23267 -1.97618 -0.84349  0.228
H -0.86748 -1.88898 -1.13590  0.252
H -0.86490 -0.56428 -2.21900  0.233
H 1.29278 -0.20158 -2.90130  0.444
H 2.41997 0.44187 -1.87752  0.459
H 2.31105 -1.20439 -2.46716  0.453
H -1.05215 -0.13186 -0.61214  0.249


Entry 8:
Molecular formula: C4H14N
Method: DFT, ωB97M-V with the def2-TZVPD basis set

Calculated values
HOMO, eV: -14.78
Calculated total energy, Ha: -215.2854
HOMO-LUMO gap, eV: 11.07
Total charge: +1

Last column: natural (NBO) charge in e.
Positions of all 19 atoms, in Å:
C -0.91855 -2.41665 -0.69672  -0.615
C -0.25513 -1.78539 -1.91965  -0.600
H -0.31444 -2.33033 0.20820  0.188
H -1.11634 -3.48429 -0.76941  0.226
H -1.90409 -1.99521 -0.48030  0.199
H 0.17022 -0.82517 -1.61221  0.164
H 0.54197 -2.42384 -2.27496  0.221
H -0.97232 -1.59074 -2.70877  0.219
C -0.78777 1.29430 1.12433  -0.427
N 0.47304 2.08037 1.11656  -0.481
C 1.64001 1.33726 0.56610  -0.424
H -1.60441 1.88993 1.52919  0.244
H -1.09991 1.03815 0.14959  0.241
H -0.66441 0.41434 1.73683  0.241
H 0.67775 2.31064 2.09026  0.436
H 0.35215 2.98791 0.66439  0.441
H 1.78306 0.40368 1.10102  0.243
H 2.52560 1.96327 0.65751  0.243
H 1.47359 1.13176 -0.48196  0.241


Entry 9:
Molecular formula: C4H14N2
Method: DFT, ωB97M-V with the def2-TZVPD basis set

Calculated values
HOMO, eV: -7.23
Calculated total energy, Ha: -270.2075
SMILES: CNC.CNC
HOMO-LUMO gap, eV: 8.11

Last column: natural (NBO) charge in e.
Positions of all 20 atoms, in Å:
C 5.20452 -7.29172 -13.13409  -0.425
N 5.70030 -6.03876 -12.43402  -0.614
C 5.38122 -4.88573 -13.17734  -0.405
H 4.20832 -7.16118 -13.58922  0.180
H 5.20436 -8.22697 -12.54936  0.216
H 5.95099 -7.38152 -13.94114  0.200
H 5.22263 -6.00214 -11.52448  0.364
H 4.30180 -4.71441 -13.02867  0.171
H 5.57087 -5.02030 -14.25555  0.200
H 5.92989 -3.99325 -12.83231  0.207
C 7.86410 -5.14893 -10.15802  -0.408
N 7.24135 -6.33303 -10.61654  -0.682
C 8.15395 -7.48506 -10.77708  -0.417
H 7.05782 -4.47413 -9.82462  0.183
H 8.53963 -4.58731 -10.82500  0.145
H 8.43586 -5.47764 -9.27391  0.181
H 6.52497 -6.18183 -11.33815  0.372
H 8.69312 -7.39742 -11.73532  0.159
H 7.61240 -8.44588 -10.76470  0.187
H 8.89172 -7.48647 -9.95713  0.188


Entry 10:
Molecular formula: C4H14N2
Method: DFT, ωB97M-V with the def2-TZVPD basis set

Calculated values
HOMO, eV: -9.29
Calculated total energy, Ha: -270.2701
SMILES: CCN.CCN
HOMO-LUMO gap, eV: 10.26

Last column: natural (NBO) charge in e.
Positions of all 20 atoms, in Å:
C -4.33286 -0.37908 0.84373  -0.635
C -4.77900 0.85273 0.07710  -0.222
N -3.72416 1.84553 -0.31692  -0.799
H -3.60206 -1.06154 0.38439  0.204
H -5.19879 -1.04164 0.93537  0.216
H -3.94491 -0.04577 1.80356  0.201
H -5.37941 1.43864 0.78768  0.182
H -5.39903 0.60446 -0.78561  0.185
H -2.91774 1.29557 -0.63510  0.335
H -3.35650 2.08287 0.61097  0.332
C 4.89137 -0.03480 0.59001  -0.623
C 4.59095 -0.74330 -0.74482  -0.215
N 3.33261 -1.51674 -0.54293  -0.844
H 4.59236 1.01437 0.47473  0.200
H 5.95568 0.00081 0.75826  0.215
H 4.28747 -0.44852 1.39338  0.219
H 5.29766 -1.55729 -0.92733  0.182
H 4.59138 -0.09328 -1.61637  0.171
H 2.60551 -0.96578 -0.10624  0.341
H 2.86146 -1.83583 -1.38615  0.353


ΔE to the lowest compared entry with this formula, charge and spin per entry: 67.76, 54.48, 95.21, 57.55, 24.07, 32.31, 39.36, 14.74, 55.28, 15.96 kcal per mole